A.
Below is a 7-piece molecular cluster, H14O7 overall, with properties calculated with the ωB97M-V functional and the def2-TZVPD basis.

ORCA input file:
```
! RIJCOSX wB97M-V def2-TZVPD def2/J DEFGRID3
* xyz 0 1
O -1.44 -2.92 -0.03
H -1.54 -3.00 0.92
H -1.98 -2.10 -0.24
O -2.59 -0.55 -0.45
H -2.30 0.15 0.17
H -2.54 -0.25 -1.35
O -1.38 1.73 0.42
H -0.77 1.78 -0.35
H -0.76 1.54 1.14
O 1.44 1.46 2.73
H 2.11 1.99 2.30
H 1.48 0.72 2.10
O 0.00 1.08 -1.86
H 0.83 1.37 -1.50
H -0.20 0.18 -1.52
O 2.58 0.79 0.33
H 3.35 1.27 0.07
H 2.52 -0.10 -0.03
O 0.51 -1.42 -0.83
H -0.36 -1.82 -0.55
H 1.04 -1.89 -1.46
*
```

LUMO level   0.12 eV
SMILES   O.O.O.O.O.O.O

B.
Below is a 7-piece molecular cluster, H14O7 overall, with properties calculated with the ωB97M-V functional and the def2-TZVPD basis.

ORCA input file:
```
! RIJCOSX wB97M-V def2-TZVPD def2/J DEFGRID3
* xyz 0 1
O 0.38 0.15 -0.01
H 0.24 0.98 0.46
H 0.75 0.45 -0.86
O -1.42 -0.39 2.55
H -0.62 0.11 2.25
H -1.87 0.30 3.08
O -2.25 -1.23 0.15
H -1.58 -1.65 0.69
H -1.81 -0.82 -0.52
O 4.46 0.88 -0.43
H 4.16 0.57 -1.28
H 4.11 1.80 -0.32
O -2.38 3.50 -0.65
H -1.46 3.45 -0.93
H -2.41 3.74 0.22
O -1.85 -2.11 -1.84
H -1.16 -2.83 -1.90
H -2.66 -2.52 -1.78
O 2.57 -1.20 0.61
H 2.94 -1.99 0.59
H 1.87 -1.19 -0.08
*
```

LUMO level   -0.18 eV
SMILES   O.O.O.O.O.O.O

Short version: A is the most stable of them.

A.
Below is H14O7 as an isolated structure, with properties calculated with the ωB97M-V functional and the def2-TZVPD basis.

ORCA input file:
```
! RIJCOSX wB97M-V def2-TZVPD def2/J DEFGRID3
* xyz 0 1
H 0.56 -0.87 -1.43
H -0.93 -0.65 -1.21
H 2.42 1.19 2.03
H 2.91 1.38 3.45
H -1.52 -2.21 0.02
H -0.04 -2.11 0.34
H 1.61 3.05 -0.63
H 2.10 2.57 0.73
H -2.49 2.24 0.44
H -1.51 1.24 -0.14
H -0.15 -4.14 2.02
H -0.79 -5.36 1.37
H -1.85 2.19 -3.86
H -0.38 2.01 -3.50
O -0.22 -1.28 -1.03
O 2.79 1.85 2.62
O -0.69 -2.69 -0.06
O 2.01 2.29 -0.19
O -1.55 2.00 0.44
O -1.00 -4.50 1.76
O -1.27 1.83 -3.17
*
```

LUMO level   0.28 eV

B.
Below is a 7-piece molecular cluster, H14O7 overall, with properties calculated with the ωB97M-V functional and the def2-TZVPD basis.

ORCA input file:
```
! RIJCOSX wB97M-V def2-TZVPD def2/J DEFGRID3
* xyz 0 1
O 0.17 -0.50 -2.41
H -0.43 -1.31 -2.34
H 0.41 -0.30 -1.50
O -2.32 3.50 -1.05
H -2.97 4.19 -0.76
H -2.78 2.73 -0.88
O 0.01 -0.14 2.86
H 0.56 -1.00 2.79
H -0.54 -0.06 2.08
O 4.54 -1.59 -1.11
H 5.05 -1.88 -0.27
H 5.11 -1.09 -1.70
O -2.80 0.12 -0.04
H -3.56 -0.36 -0.27
H -2.34 0.11 -0.89
O -2.23 -3.46 0.33
H -1.95 -3.54 1.24
H -3.16 -3.85 0.51
O 3.19 2.40 1.03
H 3.47 3.00 1.83
H 2.59 3.03 0.56
*
```

LUMO level   0.25 eV
SMILES   O.O.O.O.O.O.O

C.
Below is a 7-piece molecular cluster, H14O7 overall, with properties calculated with the ωB97M-V functional and the def2-TZVPD basis.

ORCA input file:
```
! RIJCOSX wB97M-V def2-TZVPD def2/J DEFGRID3
* xyz 0 1
O 0.83 -1.24 -0.40
H 0.26 -0.47 -0.47
H 1.02 -1.48 -1.31
O -1.98 1.10 -1.31
H -1.92 1.80 -1.97
H -1.39 1.39 -0.60
O 4.30 -1.96 0.67
H 4.17 -1.06 0.34
H 4.53 -2.47 -0.12
O 2.22 -0.04 -1.34
H 1.73 0.53 -1.95
H 1.98 0.29 -0.47
O -4.80 -1.40 -0.50
H -3.89 -1.65 -0.66
H -4.74 -0.48 -0.22
O -2.32 -0.33 2.15
H -1.53 -0.84 2.37
H -3.03 -0.80 2.61
O 1.42 2.93 0.70
H 0.84 3.29 1.37
H 2.29 2.90 1.12
*
```

LUMO level   0.02 eV
SMILES   O.O.O.O.O.O.O

D.
Below is a 7-piece molecular cluster, H14O7 overall, with properties calculated with the ωB97M-V functional and the def2-TZVPD basis.

ORCA input file:
```
! RIJCOSX wB97M-V def2-TZVPD def2/J DEFGRID3
* xyz 0 1
O -0.37 -2.91 1.50
H -0.05 -2.70 0.57
H -0.54 -1.97 1.86
O -2.30 -0.33 2.70
H -1.54 -0.02 3.08
H -1.96 -0.07 1.89
O -2.17 -1.36 -1.45
H -3.00 -1.15 -1.08
H -2.52 -1.85 -2.14
O 1.27 0.20 -2.73
H 1.51 -0.63 -2.64
H 1.67 0.63 -1.97
O 0.78 1.94 -0.15
H 0.18 2.71 -0.36
H 0.98 2.18 0.76
O 3.36 2.33 -0.14
H 3.82 1.51 -0.01
H 2.41 2.19 -0.12
O -0.46 -0.34 0.53
H 0.02 0.44 0.07
H -1.08 -0.81 -0.18
*
```

LUMO level   -0.23 eV
SMILES   O.O.O.O.O.O.O

Short version: B is the most stable of them.

A.
Below is a 7-piece molecular cluster, H14O7 overall, with properties calculated with the ωB97M-V functional and the def2-TZVPD basis.

ORCA input file:
```
! RIJCOSX wB97M-V def2-TZVPD def2/J DEFGRID3
* xyz 0 1
O -0.90 0.53 0.85
H -1.61 1.17 0.83
H -0.42 0.43 -0.05
O -5.82 0.47 -1.28
H -5.05 0.34 -1.83
H -6.49 1.05 -1.74
O 3.77 -1.78 -0.09
H 3.80 -1.96 0.86
H 3.53 -0.83 -0.15
O 3.73 0.54 -1.03
H 4.09 1.08 -1.73
H 2.87 0.81 -0.93
O -2.10 -2.15 1.80
H -2.57 -2.41 2.53
H -1.22 -2.51 2.10
O 0.62 -1.96 -0.84
H 0.32 -1.10 -0.68
H 0.42 -2.16 -1.77
O 1.35 3.37 0.97
H 0.52 3.08 0.60
H 1.18 3.98 1.60
*
```

LUMO level   -0.01 eV
SMILES   O.O.O.O.O.O.O

B.
Below is a 7-piece molecular cluster, H14O7 overall, with properties calculated with the ωB97M-V functional and the def2-TZVPD basis.

ORCA input file:
```
! RIJCOSX wB97M-V def2-TZVPD def2/J DEFGRID3
* xyz 0 1
O 1.74 -0.61 2.64
H 1.80 -0.12 1.81
H 0.86 -0.99 2.63
O -2.31 -0.44 2.17
H -1.95 -0.18 1.33
H -1.64 -0.99 2.56
O -0.41 2.71 -1.08
H 0.29 2.55 -1.72
H -1.17 2.26 -1.44
O -0.42 0.34 -2.75
H -0.33 -0.61 -2.86
H -0.21 0.70 -3.61
O 1.87 1.05 0.28
H 2.70 1.09 -0.20
H 1.46 1.90 0.13
O -0.46 -0.30 0.07
H 0.28 0.18 0.46
H -0.45 -0.04 -0.85
O -0.56 -3.04 -0.19
H -0.59 -3.37 0.71
H -0.51 -2.09 -0.09
*
```

LUMO level   -0.27 eV
SMILES   O.O.O.O.O.O.O

C.
Below is a 7-piece molecular cluster, H14O7 overall, with properties calculated with the ωB97M-V functional and the def2-TZVPD basis.

ORCA input file:
```
! RIJCOSX wB97M-V def2-TZVPD def2/J DEFGRID3
* xyz 0 1
O -0.97 0.16 -2.19
H -0.99 -0.74 -2.49
H -0.09 0.47 -2.11
O -1.00 -2.34 0.84
H -1.34 -2.14 -0.05
H -0.52 -1.55 1.05
O -0.21 2.76 1.21
H -1.09 2.87 1.53
H 0.19 3.61 1.19
O 0.16 0.10 0.83
H -0.08 1.02 1.12
H 1.02 0.09 0.41
O 1.54 1.11 -2.04
H 2.19 0.98 -2.78
H 1.92 0.54 -1.33
O -3.08 -1.03 2.11
H -2.21 -1.33 1.85
H -3.45 -1.81 2.43
O 2.49 -0.61 -0.39
H 2.09 -1.45 -0.68
H 3.43 -0.70 -0.51
*
```

LUMO level   -0.13 eV
SMILES   O.O.O.O.O.O.O

D.
Below is a 7-piece molecular cluster, H14O7 overall, with properties calculated with the ωB97M-V functional and the def2-TZVPD basis.

ORCA input file:
```
! RIJCOSX wB97M-V def2-TZVPD def2/J DEFGRID3
* xyz 0 1
O 8.33 0.93 10.36
H 9.14 0.39 10.35
H 7.76 0.69 9.63
O 6.37 3.86 5.58
H 6.15 4.84 5.60
H 7.21 3.77 6.08
O 5.66 1.02 8.69
H 5.41 1.74 9.28
H 4.97 0.88 8.01
O 7.69 2.16 7.03
H 6.86 1.98 7.52
H 7.94 1.36 6.48
O 9.69 3.66 5.62
H 9.75 4.05 4.76
H 10.44 3.01 5.70
O 11.03 1.88 7.16
H 10.16 1.89 7.56
H 11.45 1.02 7.46
O 4.84 1.72 5.98
H 4.86 1.35 5.10
H 5.52 2.44 6.02
*
```

LUMO level   0.45 eV
SMILES   O.O.O.O.O.O.O

Short version: D is the most stable of them.